Entry from OMol25: 2 unconnected molecules or ions with the total composition C4H10O2 (ωB97M-V with the def2-TZVPD basis set).

Summary:
Energy above the lowest of the compared OMol25 structures with the same formula, charge and spin: 138.6 kJ/mol
Orbital gap: 0.404 hartree

Each line ends with the natural charge from an NBO analysis.
Atoms and positions in Å:
H -2.7522 -0.4856 -0.8648  0.242
O 0.8954 1.1918 1.1752  -0.716
H 0.0944 -0.6479 1.6230  0.180
H -1.4171 -1.6856 -0.8659  0.233
C 0.3551 -0.0304 0.7470  -0.003
C 1.3900 -0.8066 -0.0758  -0.625
H 1.6795 -0.2645 -0.9790  0.224
H 1.0342 -1.8032 -0.3583  0.207
H 2.2877 -0.9282 0.5383  0.228
H 1.3685 1.9108 -0.8859  0.008
C -1.9017 -0.8812 -0.3061  -0.723
H 1.1877 1.9627 -1.6049  -0.019
O -1.2996 1.4099 -0.1447  -0.556
H 0.2359 1.8602 0.9074  0.492
H -2.2676 -1.3063 0.6366  0.241
C -0.9708 0.2542 0.0301  0.587

Cartesian forces (eV/Å) of the 2 atoms listed first:
H 0.1 -0.1 0.0
O -0.1 0.1 0.1